Molecular formula: C16H16N6O2S
Method: DFT, ωB97M-V/def2-TZVPD

```
41
Properties=species:S:1:pos:R:3:forces:R:3
S -0.32382 -2.44371 2.42321 -0.44 -0.18 0.00
O 4.46087 -0.92113 2.46381 0.52 0.49 0.20
O -2.62610 -1.75773 0.08111 0.24 -0.18 0.14
N -0.30670 0.72977 -2.32089 0.04 -0.29 0.18
N -2.31477 0.25620 -1.47793 0.05 -0.46 0.32
N 3.33609 -2.65510 1.39793 -0.19 0.12 0.19
N 2.05396 -3.10646 1.35061 -0.56 -0.20 0.18
N 2.18115 -1.36137 2.69866 0.13 -0.35 -0.28
N 1.97653 -1.62910 -1.21454 0.38 0.06 -0.19
C -0.96745 2.79712 -3.61360 0.11 -0.01 -0.02
C 0.76623 1.04451 1.65070 0.14 0.08 0.15
C 1.76256 1.05854 2.80346 -0.15 -0.19 -0.04
C 1.38774 -2.31006 2.12457 0.31 -0.61 -0.50
C -3.33085 3.27224 -3.34922 -0.15 0.08 -0.02
C -1.33890 -2.01113 -0.04560 0.03 0.15 -0.17
C 1.79445 -0.27234 3.55878 0.20 0.55 0.12
C -2.07587 3.57569 -3.88165 0.07 0.05 -0.05
C -3.52843 2.18115 -2.52970 0.14 -0.07 0.01
C 0.85255 -1.50504 -1.01141 0.32 -0.21 0.00
C -2.42472 1.38470 -2.24767 0.46 0.47 -0.45
C -1.05151 -0.10540 -1.54088 -0.05 0.12 -0.03
C -0.84015 -3.13711 0.79486 0.04 0.28 0.42
C 3.47246 -1.56034 2.20502 0.03 -0.17 -0.03
C -0.51790 -1.25171 -0.83782 -0.75 -0.01 0.02
C -1.15697 1.69982 -2.79128 -0.77 0.20 0.05
H 0.80996 -0.50860 3.97100 0.12 0.04 0.04
H 2.76445 1.26475 2.42351 0.03 0.04 0.10
H -0.22948 0.78129 2.00338 -0.13 -0.03 -0.04
H -2.85723 -0.94128 -0.46352 0.09 0.04 -0.06
H 2.52600 -0.21408 4.36969 -0.14 -0.07 -0.01
H 0.71824 2.02378 1.18069 -0.04 0.07 -0.09
H 0.00273 3.03101 -4.02449 0.08 0.06 -0.06
H -4.16621 3.91282 -3.58876 -0.07 0.05 -0.02
H 4.02577 -3.04323 0.77740 -0.02 0.17 0.08
H 1.07029 0.32243 0.89524 -0.03 -0.04 -0.07
H 1.49816 1.84286 3.51389 0.07 0.04 0.05
H 0.03485 -3.63774 0.38770 -0.10 -0.05 -0.09
H -4.49629 1.94541 -2.11771 -0.12 -0.02 0.05
H 0.67890 0.64119 -2.50630 0.00 -0.06 0.05
H -1.64903 -3.83372 1.00617 0.08 -0.02 -0.08
H -1.97158 4.44108 -4.51838 0.02 0.07 -0.05
```
Positions in Å, forces in eV/Å.

The value obtained for the energy above the lowest of the compared OMol25 structures with the same formula, charge and spin is 0.0 kJ/mol. As for the max |F|: 0.8 eV/A. The value obtained for the HOMO-LUMO gap is 0.303 Eh. As for the SMILES: CCCn1c(SC/C(O)=C(\C#N)c2nc3ccccc3[nH]2)n[nH]c1=O. As for the multiplicity: 1. As for the total charge: 0.